C2H4CsO2 | ωB97M-V/def2-TZVPD

Each line ends with the Mulliken charge.
Positions of all 9 atoms, in Å:
Cs (0.145, -0.495, 3.917)  0.773
O (0.608, -1.395, -1.464)  -0.897
C (0.587, -0.148, -0.928)  -0.205
C (-0.616, 0.241, -0.043)  -0.397
O (-0.773, -0.481, 1.131)  -0.819
H (0.627, 0.640, -1.728)  0.168
H (1.524, 0.132, -0.377)  0.047
H (-1.537, 0.166, -0.655)  0.194
H (-0.565, 1.340, 0.146)  0.135

Results
HOMO energy in eV: -0.90
Charge: -1
Kohn-Sham gap in eV: 2.09
2S+1: 1
Relative energy (zero: lowest compared OMol25 entry of this formula, charge and spin) in kcal/mol: 0.0